Entry 1:
The following is a DFT calculation (the ωB97M-V functional and the def2-TZVPD basis) of 14 unconnected molecules or ions with the total composition C75H189N11O25 in a non-equilibrium geometry.

```
300
C75H189N11O25 | the OMol25 dataset | the ωB97M-V functional and the def2-TZVPD basis
O -1.00832 -3.76381 1.58034
O -7.10596 0.51143 -4.29877
O -3.32341 -1.24565 -3.74748
O -3.73628 4.06923 5.22830
O 4.45128 0.81475 -3.24159
O -3.73613 0.21501 4.89056
O -0.85890 1.13110 -3.28515
O 2.19443 4.28797 -1.05745
O -3.58963 2.38308 -6.89707
O 0.59008 2.29216 5.53717
O 8.90490 2.58073 -4.12368
O 2.64533 -2.44353 10.97334
O -5.77880 -5.58830 -2.64097
O 3.15292 -3.87812 0.31139
O -0.90380 4.11549 8.73957
O -2.27499 -5.29542 -0.06954
O 4.84100 8.43656 -4.17621
O 0.89271 -6.97776 -8.29210
O -5.14990 -2.07335 0.21501
O 5.56583 3.17002 8.20509
O -4.81197 3.63329 -0.79936
O 2.71818 -1.38055 4.39717
O -1.38313 -1.00313 1.47530
O 1.50661 -3.52742 -4.76790
O 4.33247 1.03928 1.38277
N -3.58304 1.84683 7.49706
N 3.69234 6.00848 -3.35769
N 2.59721 -2.63452 7.94158
N -3.76025 1.62057 -2.90420
N 4.94832 2.80451 4.54362
N 7.43498 0.26708 -3.84328
N 0.63174 -5.23957 -0.96678
N 1.58297 -4.18680 -7.72141
N -1.07353 3.12732 3.66825
N -7.22454 -3.72918 -0.95195
N -3.42903 -0.45700 -6.51231
C 5.07544 -0.45644 -3.43152
C 1.94168 -1.50500 3.22575
C 0.42202 -8.17296 -8.79033
C 8.80666 0.20502 -3.53022
C -2.95581 0.21123 -7.76358
C -2.56747 -0.09979 4.12823
C 0.04359 4.05791 4.01367
C -0.93881 -0.45804 0.23809
C -5.99986 0.64414 -3.36601
C 1.69805 5.10167 -2.13520
C 3.94953 1.46663 0.11269
C -3.72529 1.54176 -8.06435
C 4.54121 2.13238 2.24206
C -0.37432 1.37469 -4.57093
C 3.62331 -3.02702 8.85841
C 1.25083 4.19049 -0.01604
C 2.12961 -2.78324 -5.77833
C 3.08881 -4.61024 -0.89423
C -0.31573 -6.32222 -1.18831
C 2.65359 -3.65098 -6.96046
C -2.85143 0.67008 7.11533
C -0.84059 -4.35279 2.81925
C -4.90090 -5.92184 -3.74572
C 2.20613 -1.95441 5.56172
C 2.98897 -3.51320 10.19577
C -7.00518 -2.33270 -1.29886
C 2.58946 4.99034 -3.36169
C -1.71929 -5.69414 -1.35654
C -0.08294 0.77604 0.66611
C 5.64944 9.52416 -3.98939
C 0.37561 -5.22036 2.73858
C -4.39788 5.03779 6.05041
C -0.09835 -1.48903 -0.64712
C 1.15990 3.26825 4.65760
C -3.10003 4.65910 4.09852
C 2.17995 -4.93601 -8.85296
C 5.53907 7.22450 -4.34199
C -3.62685 -5.01797 -0.08003
C -2.69206 -1.60156 -6.07058
C -4.94221 1.65522 -3.81784
C 4.46086 6.19165 -4.57232
C 0.62616 -2.86510 -3.89557
C 5.27009 3.59428 6.85912
C -1.42542 3.22560 7.79800
C -1.50661 2.32944 -2.64547
C -2.83038 2.67777 -3.26023
C 1.98981 -5.77364 -0.79534
C -6.72057 2.92335 0.41456
C 9.42205 3.68472 -4.91197
C -4.54084 -1.61758 1.43353
C -3.24810 -1.72706 -2.42773
C -6.89085 -4.80561 -3.11751
C 4.74284 1.64386 3.64407
C -2.80168 2.64729 8.43233
C 5.29451 2.35898 5.90800
C 2.04359 -2.82854 12.18113
C -7.89146 1.68267 -4.47590
C -3.31202 -2.19573 -4.78335
C 1.22090 -6.07087 -9.31768
C -6.46413 -1.57587 -0.08534
C -4.58691 1.77235 0.78485
C 4.14912 -2.88343 0.25205
C -2.02149 -5.18534 3.27648
C 6.51787 -0.41163 -2.93462
C -5.24199 3.06467 0.44551
C -3.72625 -0.24673 6.27346
C 3.07119 0.82680 -3.68283
C 0.18819 4.90018 8.22012
C -7.88419 -4.42580 -2.00467
C 3.18453 -2.03836 6.74735
C 9.55414 1.33252 -4.30282
C 1.52949 1.37014 6.10134
C -3.97919 3.76720 -7.07171
C -2.29828 3.68838 3.15565
C 6.03435 4.21862 9.05767
H 3.88789 6.58426 -5.41236
H -6.40371 0.92372 -2.39296
H 1.76389 2.70639 3.94514
H -4.36529 -2.44415 -4.91375
H 6.64950 0.00424 -1.93571
H 2.96757 -2.26063 -5.31702
H 4.11660 -2.39184 1.22436
H -4.75316 1.41297 -4.86363
H 10.57437 1.50173 -3.95845
H -1.63211 3.65437 6.81742
H 0.26039 -3.39220 -3.01439
H 2.24215 -6.58447 -1.47869
H 3.00140 0.59117 -4.74477
H -8.27426 2.09959 -3.54436
H 0.24095 -6.00316 1.99213
H -4.21936 -5.93212 -0.11706
H 4.28506 4.06082 6.87173
H -0.17992 -6.88860 -2.10965
H -5.00144 1.29977 1.67531
H -0.68505 1.41831 1.30880
H -2.43679 -1.17522 4.24849
H -4.63859 -5.00339 -4.27083
H 1.14234 -3.43714 12.10728
H -1.84743 -0.09167 -0.23968
H 1.25238 -8.76143 -9.18059
H -7.10663 2.51156 1.34702
H 1.02811 4.24202 7.99771
H 6.29349 1.93437 5.80877
H -1.69053 0.46004 4.45329
H 3.78011 -4.02266 10.74590
H 2.74995 -3.19425 12.92639
H 5.25078 4.97605 9.07800
H -5.00532 3.87950 -7.42177
H 1.16379 -2.04719 -3.41592
H 4.06557 -2.59380 6.42586
H -4.60143 2.88462 -1.36217
H 1.67613 6.16479 -1.89563
H 9.69973 1.11342 -5.36060
H -1.81652 -5.68795 4.22172
H -4.91367 1.09100 -0.00070
H -8.21793 -5.37401 -1.58324
H -3.95915 -4.47526 0.80493
H 0.38214 -4.63944 -0.19370
H -3.02618 -0.43376 -8.63944
H 5.09832 -0.80665 -4.46347
H -3.84447 -4.39326 -0.94633
H -7.43076 -5.35894 -3.88590
H 6.21751 9.73699 -4.89498
H 4.33578 -2.20369 8.90956
H 6.15567 3.83522 10.07077
H -8.74871 -3.85586 -2.34506
H 4.06576 -5.05076 -1.09326
H -0.46608 -7.03545 -0.37788
H 1.65423 3.65294 0.84211
H 4.11139 -3.87866 8.38451
H -5.32088 2.67623 -3.86521
H 1.98635 -1.95724 8.37545
H 5.58280 0.94937 3.62838
H -4.74385 -0.27684 6.66292
H 0.22479 -1.11130 -1.61717
H 5.76482 3.28931 4.19954
H 6.26140 9.40760 -3.09496
H 10.50067 3.71121 -4.75709
H -7.93475 -1.83683 -1.57834
H 3.65389 2.76055 2.16362
H 1.55231 -1.95990 12.61954
H -0.66246 -3.57675 3.56366
H 4.54191 -1.13921 -2.77026
H 7.01397 4.60547 8.77698
H -3.78393 2.34104 6.63944
H -1.62251 -1.46966 -5.90698
H -1.42658 -4.34536 0.94124
H 2.50424 0.08303 -3.12295
H 0.27786 1.36888 -0.17441
H -0.08409 5.39390 7.28727
H -2.81117 -3.10473 -4.45023
H 4.63806 1.52560 6.15831
H 1.43290 -2.03570 -6.15764
H -3.52084 -0.87923 -1.79932
H -3.32257 0.76439 -3.21321
H 1.97794 -2.47014 2.72049
H -2.38607 5.42501 4.40141
H 0.76041 -1.81198 -0.05862
H 0.03945 -8.81417 -7.99624
H 7.10638 1.22029 -3.90260
H 3.20478 -2.97669 -7.61592
H 4.30408 5.60799 -2.66092
H -2.25250 4.01144 2.11563
H -3.16187 3.67637 -2.97561
H -0.36559 -7.98753 -9.52067
H 1.37918 -1.26265 5.72209
H 9.14455 -0.76664 -3.89048
H -2.60828 2.08393 9.34519
H -3.39108 3.50411 8.75877
H -1.40380 -1.96160 1.42515
H 9.28150 3.57605 -5.98740
H 3.80287 0.59362 -0.52327
H 0.71686 0.42730 1.31941
H 3.03858 2.05507 0.22223
H -7.35995 2.39430 -5.10770
H 5.87808 4.41665 6.48210
H -2.91848 2.80164 3.02469
H 4.97196 10.35639 -3.79830
H 0.21274 2.29220 -4.53054
H 3.37326 -4.36448 -6.55909
H 0.30197 0.53315 -4.72112
H 2.41199 -0.92262 2.43345
H 6.88663 -1.40896 -2.69491
H 0.91731 -1.15922 3.36427
H -0.73880 2.38358 7.71052
H 6.18132 7.00312 -3.48958
H -8.78537 1.36767 -5.01423
H -2.92887 -4.60313 3.43713
H -5.31789 -1.55531 2.19538
H 0.39808 3.63814 -0.41079
H 0.94045 5.18255 0.31195
H 4.78046 2.01457 -0.33164
H 5.16706 -3.22645 0.06706
H -2.59324 0.16736 8.04738
H 8.88937 4.59500 -4.63675
H -3.84956 5.83786 6.54773
H -1.63080 2.07124 -1.59380
H -3.79845 -2.35720 1.73341
H -4.89117 3.76572 1.20284
H -1.17673 2.40499 4.36660
H 2.00331 0.73117 5.35615
H -3.97380 -6.38011 -3.40137
H -0.76531 3.12849 -2.63525
H -1.77610 -4.92240 -2.12420
H -5.39309 -6.55616 -4.48294
H 1.93835 5.02372 -4.23521
H 3.85107 -2.09186 -0.43546
H 0.53322 5.66528 8.91559
H 4.93730 5.29133 -4.96031
H -4.90228 4.46594 6.82930
H -2.82306 -2.42343 -6.77449
H -0.57152 -2.44559 -0.86893
H -4.78189 1.34212 -8.24279
H 2.10729 -6.04427 0.25397
H -6.45191 -0.49167 -0.19696
H 2.25174 1.91411 6.71007
H -2.61611 0.26176 3.10109
H 1.75826 -2.91541 5.30873
H -0.29843 -2.56318 -4.38760
H 1.83905 -6.39464 -10.15503
H 1.80280 3.86509 5.30456
H 1.11002 -4.85401 -7.12876
H 1.35017 -4.82600 2.45080
H -3.75890 5.22815 3.44264
H 3.78229 1.21688 3.93236
H -6.31726 -2.26672 -2.14177
H -7.10122 -1.75381 0.78101
H -5.58214 -0.36114 -3.42103
H -2.21317 -6.06663 2.66437
H -3.35587 1.96876 -8.99671
H 2.12651 -4.16365 10.05022
H -7.00485 2.25256 -0.39620
H -3.42554 -1.29359 6.31536
H 8.93003 0.25293 -2.44828
H -3.36618 4.36866 -7.74294
H -6.30859 -4.15197 -0.90331
H 3.09267 4.02566 -3.29633
H 0.38006 4.36334 3.02291
H 0.67976 4.77353 -2.34380
H 2.84723 -3.89839 -1.68354
H 3.12078 -5.44938 -8.65446
H 2.40932 -4.25784 -9.67490
H -1.18354 1.34506 -5.30058
H -2.21624 -2.00498 -2.21298
H 2.79094 1.86519 -3.50588
H -4.02467 -0.68768 1.19487
H -3.49916 1.83042 0.74579
H -5.24956 5.46624 5.52204
H -2.73549 2.83754 -4.33427
H -2.31980 -6.51319 -1.75233
H -0.33062 4.89762 4.59929
H -3.84680 -2.58398 -2.11894
H 0.34718 -5.65123 -9.81629
H -3.34315 0.23186 -5.77868
H -7.17090 3.90533 0.26963
H 6.19982 7.22046 -5.20888
H 0.99443 0.65744 6.72893
H -6.56868 -3.93908 -3.69494
H -1.89756 0.39036 -7.57353
H 5.27512 2.83020 1.83893
H -3.91877 4.21200 -6.07843
H -1.97515 0.90851 6.51251
H 0.40305 -5.81354 3.65263
H 3.48655 -1.02876 7.02590
```

Values from the calculation:
HOMO energy in eV: -8.0
Kohn-Sham gap in eV: 8.46
Largest force on an atom in eV/A: 3.24
Lowest unoccupied orbital energy in eV: 0.452
Electronic energy in eV: -148400.3153

These are the Löwdin partial charges, in e, on atoms 1 to 6: O -0.07; O -0.20; O -0.23; O -0.20; O -0.21; O -0.20

Entry 2:
The following is a DFT calculation (the ωB97M-V functional and the def2-TZVPD basis) of a molecular structure, C56H59AsBN14PbS3.

```
135
C56H59AsBN14PbS3 | the OMol25 dataset | the ωB97M-V functional and the def2-TZVPD basis
Pb 0.41500 0.49405 -0.40420
As -2.19940 -3.47906 1.06234
S -1.21686 -1.12047 -2.44213
S 2.41527 1.24893 -2.70646
S 2.46462 -1.58850 0.83839
N 4.96410 0.18450 -2.52437
N 2.76116 2.76979 1.48233
N -0.11552 -0.50395 3.20289
N 3.33819 -1.27781 -2.47005
N -0.45360 -1.81691 -5.00655
N 1.04080 1.22060 2.06262
N -1.44140 -0.08736 1.25816
N -0.45840 3.87982 -1.76336
N 1.13379 -2.02819 -3.51545
N 2.29759 -4.32935 0.44112
N -1.55531 2.06635 -0.64832
N 1.04993 2.93948 -0.17390
N -3.32704 0.60872 -0.01709
N 2.04962 -3.12334 -1.36596
C 1.34121 6.40207 -1.32890
C -1.58630 -1.80596 -7.18267
C 5.78299 1.43115 -2.58906
C -3.50958 -0.17689 2.30409
C -1.39969 2.96304 -1.64948
C 4.52416 -1.97494 -2.43072
C 2.25884 -3.05054 -0.03115
C 7.17361 1.12054 -2.03248
C 1.64085 -2.44090 -4.72444
C -4.27082 -0.92276 4.82780
C 3.26113 6.99574 0.03720
C 2.75586 -1.09768 4.35115
C -5.22083 -0.54406 3.88878
C -2.74206 1.41954 -0.85538
C 2.47176 -6.28612 1.91446
C -2.55954 -0.55641 3.24427
C 5.87194 1.85595 -4.05315
C -2.90621 -0.92634 4.52240
C -3.35720 1.86899 -2.12022
C -3.66054 -2.83456 -0.08606
C 3.61163 0.04422 -2.53317
C -4.50530 1.49466 -2.78064
C -2.85536 -2.38315 -5.13170
C 2.30532 7.32677 -0.91226
C -4.77748 2.14400 -3.98590
C -2.51202 2.85265 -2.61782
C 2.07438 3.41650 0.56960
C 4.48245 0.90471 3.30800
C 4.95562 -0.08308 4.17514
C -2.77694 3.50799 -3.79914
C -0.15260 -1.64428 -3.68962
C 0.66719 -2.32023 -5.64719
C -2.74328 0.15769 1.08310
C 0.98189 0.14159 2.88907
C 2.30317 -0.12659 3.48959
C 2.09294 -5.19176 -0.62355
C 3.30015 5.72278 0.61691
C 2.35142 4.82180 0.19617
C 2.53073 -4.76211 1.85033
C -3.93306 3.12891 -4.48387
C 3.14778 0.85384 2.97882
C -1.25345 -0.39941 2.57009
C -2.05378 -0.01182 -5.53990
C -4.85258 -0.15227 2.59809
C 3.92369 -4.31140 2.29317
C -1.74170 -1.50079 -5.69488
C 5.19157 2.55443 -1.73819
C 5.53048 -1.08246 -2.48706
C 0.57301 3.93301 -0.93504
C 1.43579 -4.19322 2.75341
C 1.93737 -4.44102 -1.73468
C 4.11136 -1.06094 4.68501
C -1.48675 -4.78518 -0.22064
C 1.39214 5.15429 -0.75628
C -3.29662 -4.71166 2.12514
C 2.30588 1.68526 2.09274
B 1.92609 -1.84488 -2.21082
H 4.02468 -3.23056 2.24395
H -2.25952 -5.07768 -0.93061
H 1.75165 -4.73793 -2.75138
H 7.75813 0.47955 -2.69195
H -3.98286 -4.13423 2.74527
H 2.30790 8.32023 -1.33986
H -2.65807 -5.30504 2.77919
H -3.87160 -5.37829 1.48194
H 2.66474 -2.75023 -4.83671
H 4.87724 2.07990 -4.43974
H 4.04219 5.45830 1.35730
H 1.32746 -1.09995 -1.55143
H 4.68763 -4.76834 1.66162
H -4.33469 -2.18155 0.46679
H -2.52547 -1.55654 -7.67405
H -1.14117 -5.67174 0.31194
H 6.59008 -1.24170 -2.48790
H -2.92571 0.22787 -6.14946
H 1.56912 -4.58722 3.76158
H -4.59398 -1.21997 5.81622
H -1.21381 0.59051 -5.89055
H 1.49076 -6.67156 1.63435
H 4.25264 2.92162 -2.13410
H 3.23408 -6.75354 1.29043
H -3.23967 -2.28956 -0.93007
H 6.49226 2.74737 -4.15105
H 7.71943 2.05709 -1.93252
H 0.45289 -4.50147 2.39394
H 2.66323 -6.58331 2.94450
H -2.60398 -3.43765 -5.25589
H 4.51421 -1.81055 5.35287
H -1.38959 -2.86265 -7.36660
H -2.16164 -1.21714 5.24991
H 5.91868 3.36750 -1.72522
H 2.09672 -1.86243 4.73865
H -0.64798 -4.34834 -0.76260
H -3.77627 -2.18577 -5.68139
H -2.11870 4.27810 -4.17590
H 0.59538 6.65380 -2.06977
H 1.46617 -3.10688 2.78281
H -5.16026 0.73004 -2.38598
H 3.99138 7.73662 0.33318
H -5.58684 0.14820 1.86345
H 0.68498 -2.53503 -6.69712
H 4.09200 -4.63714 3.32037
H -6.26675 -0.55149 4.16346
H -4.22564 -3.69084 -0.45620
H 2.07519 -6.25743 -0.50982
H -4.17850 3.61182 -5.42010
H -3.02598 -2.18434 -4.07784
H 5.02620 2.22353 -0.71287
H 5.13272 1.67190 2.91088
H 7.10804 0.65329 -1.04925
H -5.66419 1.87653 -4.54517
H 4.55618 -3.04675 -2.35067
H -2.26404 0.24868 -4.50776
H 5.99952 -0.08708 4.45792
H -0.80100 -1.20677 -7.64419
H 6.31201 1.06188 -4.65761
```

Values from the calculation:
Charge: +1
HOMO energy in eV: -9.0
Kohn-Sham gap in eV: 4.20
Largest force on an atom in eV/A: 0.51
Lowest unoccupied orbital energy in eV: -4.825
Electronic energy in eV: -179161.3741

These are the Löwdin partial charges, in e, on atoms 1 to 6: Pb 1.23; As 1.08; S 0.63; S 0.62; S 0.74; N 0.01

> Which of these has the highest largest force on an atom?

C75H189N11O25

> Among the records above, which one has the lowest lowest unoccupied orbital energy?

C56H59AsBN14PbS3

> What is the largest force on an atom in the second record?

0.51 eV/A